--- A ---
ORCA calculation (ωB97M-V/def2-TZVPD) on a single C6H11NS molecule.

The HOMO-LUMO gap is 0.3364 Ha. As for the SMILES: N[C@H]1C[C@@H]2SCC[C@@H]21.

The geometry in ORCA input format:
```
! wB97M-V def2-TZVPD RIJCOSX def2/J DEFGRID3
* xyz 0 1
S -2.09 -0.98 0.06
N 2.44 0.10 0.19
C 0.65 -1.65 -0.23
C 1.16 -0.13 -0.43
C -0.44 -1.31 0.68
C 0.04 0.14 0.75
C -2.19 0.60 -0.48
C -0.97 1.25 0.38
H 3.16 -0.07 -0.68
H -1.55 2.09 1.15
H -1.84 0.84 -1.55
H -0.17 1.96 -0.38
H -0.55 -1.75 1.74
H 2.55 1.05 0.03
H 0.41 0.62 1.71
H 1.54 -2.14 0.00
H 0.18 -1.84 -1.26
H 0.92 0.15 -1.42
H -3.25 1.07 -0.25
*
```

Atom charges from the natural (NBO) analysis, given in e for atoms 1 to 5: S 0.26; N -0.78; C -0.43; C -0.05; C -0.38

---

--- B ---
ORCA calculation (ωB97M-V/def2-TZVPD) on a single C6H11NS molecule.

The HOMO-LUMO gap is 0.2729 Ha. As for the SMILES: CC/C(=C\N)C(C)=S.

The geometry in ORCA input format:
```
! wB97M-V def2-TZVPD RIJCOSX def2/J DEFGRID3
* xyz 0 1
S -1.35 1.96 -0.12
N 2.78 -0.08 0.15
C -2.27 -0.63 -0.50
C 1.44 0.59 -0.01
C 0.56 -1.55 -0.27
C 0.29 -0.12 -0.40
C 0.77 -1.87 1.26
C -1.06 0.30 -0.36
H 3.65 0.40 0.22
H -2.06 -1.30 0.31
H 1.24 -1.97 -1.07
H 2.98 -1.18 0.22
H 1.29 -2.83 1.45
H 1.38 -0.90 1.81
H -0.21 -1.52 1.59
H 1.46 1.76 0.07
H -0.29 -2.16 -0.49
H -2.67 -1.31 -1.41
H -3.08 -0.10 -0.16
*
```

Atom charges from the natural (NBO) analysis, given in e for atoms 1 to 5: S -0.12; N -0.85; C -0.68; C 0.15; C -0.45

---

--- C ---
ORCA calculation (ωB97M-V/def2-TZVPD) on a molecular structure, C6H11NS.

The HOMO-LUMO gap is 0.3474 Ha.

The geometry in ORCA input format:
```
! wB97M-V def2-TZVPD RIJCOSX def2/J DEFGRID3
* xyz 0 1
S -2.04 -0.78 0.09
N 1.45 1.10 1.08
C 0.67 -0.68 -0.52
C -1.25 2.39 -0.15
C 2.24 -1.20 -0.39
C -0.24 1.76 -0.38
C -0.24 -1.45 0.52
C 0.99 0.74 -0.39
H 0.27 -0.71 -1.50
H 2.41 0.43 1.36
H 0.25 -1.59 1.78
H -2.02 3.03 -0.56
H 2.19 -2.22 -0.91
H 2.81 -0.36 -1.15
H -2.29 -2.19 -0.26
H 2.68 -1.17 0.57
H 1.72 2.20 0.88
H -0.18 -2.74 -0.03
H 1.70 0.88 -1.31
*
```

Atom charges from the natural (NBO) analysis, given in e for atoms 1 to 5: S -0.07; N -0.84; C -0.29; C -0.27; C -0.60

---

Which of them is the most stable, and which is the least stable? B and C, in that order.

---

--- A ---
ORCA calculation (ωB97M-V/def2-TZVPD) on a single C6H11NS molecule.

The HOMO-LUMO gap is 0.3124 Ha.

The geometry in ORCA input format:
```
! wB97M-V def2-TZVPD RIJCOSX def2/J DEFGRID3
* xyz 0 1
S 0.25 -2.36 1.20
N 1.48 -0.72 -0.49
C 1.33 -2.01 -0.29
C 1.03 0.32 -0.07
C -0.20 2.19 -0.99
C -1.91 -0.94 0.70
C 1.10 1.69 -0.23
C -0.58 -0.77 1.27
H -2.39 -1.81 1.13
H -2.54 -0.04 0.77
H -1.00 2.30 -0.25
H 2.20 -2.68 -0.02
H 1.94 2.06 -0.93
H -0.40 1.43 -1.73
H -0.10 3.12 -1.47
H 1.24 2.41 0.68
H -0.50 -0.35 2.23
H 0.89 -2.55 -1.07
H -1.84 -1.29 -0.43
*
```

Atom charges from the natural (NBO) analysis, given in e for atoms 1 to 5: S 0.09; N -0.40; C -0.33; C 0.46; C -0.57

---

--- B ---
ORCA calculation (ωB97M-V/def2-TZVPD) on a molecular structure, C6H11NS.

The HOMO-LUMO gap is 0.3469 Ha.

The geometry in ORCA input format:
```
! wB97M-V def2-TZVPD RIJCOSX def2/J DEFGRID3
* xyz 0 1
S -2.48 0.23 -0.10
N 0.09 2.37 0.28
C 0.03 -0.12 -0.97
C 1.19 -0.93 -0.66
C 0.63 1.21 -0.33
C 1.17 0.06 0.60
C -0.97 -0.80 -0.09
C -0.06 -0.70 1.23
H -0.62 -0.25 1.98
H 0.06 -1.66 1.80
H -0.14 0.09 -2.13
H 2.00 -0.95 -1.32
H -1.01 -1.82 -0.53
H -0.67 2.83 -0.66
H 1.15 -1.95 -0.40
H 1.41 1.45 -1.05
H 2.05 -0.01 1.36
H -0.59 2.09 1.03
H -3.26 -1.13 -0.05
*
```

Atom charges from the natural (NBO) analysis, given in e for atoms 1 to 5: S -0.07; N -0.78; C -0.24; C -0.42; C -0.06

---

Which of them is the most stable, and which is the least stable? A and B, in that order.

---

--- A ---
ORCA calculation (ωB97M-V/def2-TZVPD) on a molecular structure, C6H11NS.

The HOMO-LUMO gap is 0.3327 Ha.

The geometry in ORCA input format:
```
! wB97M-V def2-TZVPD RIJCOSX def2/J DEFGRID3
* xyz 0 1
S 3.18 0.28 -0.24
N -1.84 -0.62 -0.39
C 0.20 0.93 0.37
C 1.54 0.46 -0.18
C 0.51 -1.65 -0.15
C -0.55 -0.53 0.28
C -0.78 2.09 -0.13
C 1.85 -0.90 0.37
H 1.75 -0.71 1.43
H -2.01 -1.17 -1.53
H -0.21 3.08 0.00
H -0.66 -0.73 1.43
H 0.46 -2.81 0.13
H 0.53 -1.66 -1.33
H -1.64 2.20 0.56
H 1.03 0.34 -1.25
H -2.55 -1.40 0.39
H 0.41 0.83 1.44
H -1.24 1.96 -1.20
*
```

Atom charges from the natural (NBO) analysis, given in e for atoms 1 to 5: S 0.29; N -0.87; C -0.21; C -0.42; C -0.43

---

--- B ---
ORCA calculation (ωB97M-V/def2-TZVPD) on 2 unconnected molecules or ions with the total composition C6H11NS.

The HOMO-LUMO gap is 0.3339 Ha.

The geometry in ORCA input format:
```
! wB97M-V def2-TZVPD RIJCOSX def2/J DEFGRID3
* xyz 0 1
S 1.21 1.21 1.43
N -1.74 -0.05 1.29
C 0.33 -0.60 -0.30
C -0.85 0.18 0.11
C -0.20 1.55 0.15
C 1.26 -0.14 -1.46
C -1.15 -0.95 -0.78
C 1.12 -0.70 0.99
H -1.30 -1.16 -1.98
H 1.67 1.12 -1.32
H -0.78 -0.16 2.35
H 2.00 -1.40 0.86
H 0.38 -0.13 -2.40
H 2.19 -0.87 -1.49
H -0.72 2.24 0.67
H -1.68 -1.62 -0.15
H -2.58 0.84 1.11
H 0.77 -1.26 1.79
H 0.07 1.90 -0.87
*
```

Atom charges from the natural (NBO) analysis, given in e for atoms 1 to 5: S 0.09; N -0.87; C -0.13; C 0.01; C -0.45

---

Which of them is the most stable, and which is the least stable? A and B, in that order.

---

--- A ---
ORCA calculation (ωB97M-V/def2-TZVPD) on a molecular structure, C3H9NOSi2.

The HOMO-LUMO gap is 0.3809 Ha.

The geometry in ORCA input format:
```
! wB97M-V def2-TZVPD RIJCOSX def2/J DEFGRID3
* xyz 0 1
Si 1.86 1.39 -1.01
Si -2.15 -0.58 0.09
O 0.41 -1.64 -2.06
N 1.08 -0.04 -0.49
C -0.44 -1.34 0.19
C 0.23 -1.05 -1.07
C 0.59 -0.39 0.82
H -2.71 -0.71 -1.30
H -0.31 -2.36 0.64
H 2.67 1.28 -2.27
H -2.10 0.95 0.55
H -2.74 -1.40 1.13
H 0.24 0.52 1.33
H 1.39 -0.82 1.44
H 0.81 2.45 -1.12
H 2.79 1.64 0.28
*
```

Atom charges from the natural (NBO) analysis, given in e for atoms 1 to 5: Si 1.07; Si 0.86; O -0.55; N -0.88; C -0.75

---

--- B ---
ORCA calculation (ωB97M-V/def2-TZVPD) on a molecular structure, C3H9NOSi2.

The HOMO-LUMO gap (alpha / beta) is 0.2876 / 0.2875 Ha.

The geometry in ORCA input format:
```
! wB97M-V def2-TZVPD RIJCOSX def2/J DEFGRID3
* xyz 0 1
Si 0.85 -0.76 -1.43
Si -0.37 1.88 1.39
O 2.70 -0.91 1.35
N -0.26 0.23 1.62
C 0.50 -1.54 0.31
C 1.60 -1.01 0.96
C -0.75 -0.79 0.72
H 0.64 2.44 0.42
H 2.29 -0.82 -1.63
H 0.50 -2.61 0.05
H -1.61 2.17 0.68
H -1.34 -1.50 1.19
H -0.01 -1.76 -2.05
H -0.59 2.73 2.60
H -1.33 -0.33 -0.13
H 0.19 0.39 -1.95
*
```

Atom charges from the natural (NBO) analysis, given in e for atoms 1 to 5: Si 0.92; Si 1.12; O -0.40; N -1.15; C -0.73

---

Which of them is the most stable, and which is the least stable? A and B, in that order.

---

--- A ---
ORCA calculation (ωB97M-V/def2-TZVPD) on 2 unconnected molecules or ions with the total composition C6H15NO.

The HOMO-LUMO gap is 0.3887 Ha. As for the SMILES: CCC(N)=O.CCC.

The geometry in ORCA input format:
```
! wB97M-V def2-TZVPD RIJCOSX def2/J DEFGRID3
* xyz 0 1
O 1.73 1.69 -2.05
N 3.29 0.06 -1.97
C 1.13 -0.49 -2.89
C 2.05 0.54 -2.29
C -2.74 1.12 1.78
C -0.79 0.11 3.28
C -1.55 0.18 1.96
C 0.34 -1.25 -1.81
H -2.90 1.34 0.73
H -0.59 1.08 3.72
H -0.81 0.48 1.20
H 0.60 -2.31 -1.78
H 0.45 -0.01 -3.59
H 0.17 -0.39 3.13
H 1.73 -1.18 -3.50
H 0.65 -0.84 -0.86
H -1.31 -0.55 3.99
H -2.69 2.03 2.38
H -0.74 -1.11 -1.84
H 3.93 0.57 -1.39
H -1.84 -0.78 1.62
H 3.50 -0.92 -1.98
H -3.62 0.62 2.19
*
```

Atom charges from the natural (NBO) analysis, given in e for atoms 1 to 5: O -0.60; N -0.83; C -0.50; C 0.68; C -0.60

---

--- B ---
ORCA calculation (ωB97M-V/def2-TZVPD) on a single C6H15NO molecule.

The HOMO-LUMO gap is 0.3388 Ha. As for the SMILES: CC(C)NCCCO.

The geometry in ORCA input format:
```
! wB97M-V def2-TZVPD RIJCOSX def2/J DEFGRID3
* xyz 0 1
O -0.31 2.71 -1.59
N -0.50 -0.24 0.23
C 0.59 0.11 2.38
C -0.10 -0.54 -1.16
C -0.70 -2.03 1.89
C 0.78 0.53 -1.79
C 0.18 -0.93 1.33
C -0.02 1.63 -2.52
H 1.09 -1.39 0.93
H -1.27 2.86 -1.49
H -1.51 -2.26 1.21
H -0.97 1.24 -2.87
H 0.99 0.98 1.87
H -1.03 -0.65 -1.73
H -1.18 -1.74 2.84
H 1.41 1.10 -1.12
H -0.32 0.38 2.92
H -0.14 -2.93 2.20
H 1.33 -0.22 3.10
H 0.36 -1.51 -1.16
H 0.55 2.07 -3.32
H -0.69 0.74 0.39
H 1.44 0.10 -2.53
*
```

Atom charges from the natural (NBO) analysis, given in e for atoms 1 to 5: O -0.75; N -0.66; C -0.61; C -0.21; C -0.62

---

Which of them is the most stable, and which is the least stable? A and B, in that order.